Entry from OMol25: 6 unconnected molecules or ions with the total composition C30H78F2N12O10P4 (the ωB97M-V functional and the def2-TZVPD basis).

Results
- HOMO energy (eV) = -8.1932
- SMILES = CN(C)P(=O)(N(C)C)N(C)C.CN(C)P(=O)(N(C)C)N(C)C.CN(C)P(=O)(N(C)C)N(C)C.CN(C)P(=O)(N(C)C)N(C)C.O=C1OC[C@@H](F)O1.O=C1OC[C@@H](F)O1
- E_tot (eV) = -113322.297
- E_LUMO (eV) = 0.04

ORCA input file:
```
! RIJCOSX wB97M-V def2-TZVPD def2/J DEFGRID3
* xyz 0 1
C 0.1745 -1.3936 -2.1959
C -0.9365 -0.5202 -1.6869
O -0.3955 -0.0169 -0.4977
C 0.9278 0.0246 -0.6864
O 1.7196 0.6102 0.0863
O 1.2944 -0.6632 -1.7648
F -2.0094 -1.2057 -1.4826
H 0.0944 -1.3984 -3.2829
H 0.1642 -2.3784 -1.7289
H -1.1414 0.4157 -2.2068
C -5.8224 -4.1166 -7.5713
C -4.6264 -3.8698 -6.5888
O -5.1323 -4.3627 -5.3878
C -6.4857 -4.5185 -5.5116
O -7.1837 -5.0151 -4.6327
O -6.8827 -4.1850 -6.6833
F -4.4088 -2.5754 -6.2997
H -5.6518 -4.9550 -8.2466
H -5.8658 -3.2676 -8.2535
H -3.6647 -4.3245 -6.8264
O 1.6242 -8.3967 0.4716
P 1.1096 -8.2931 1.8548
N 1.9435 -7.1897 2.8957
C 1.8569 -7.3433 4.3613
C 2.2283 -5.8137 2.4538
N 1.0438 -9.8236 2.6203
C 2.3746 -10.4368 2.8735
C 0.0933 -10.8974 2.2014
N -0.4787 -7.7268 1.9112
C -1.1773 -7.3798 3.1971
C -1.2023 -7.5895 0.6808
H 1.3758 -6.4732 4.8080
H 2.8953 -7.4145 4.6849
H 1.2461 -8.2034 4.6356
H 1.3327 -5.1925 2.4669
H 2.5525 -5.7573 1.4147
H 3.0571 -5.4288 3.0479
H 2.8320 -10.8725 1.9852
H 2.9960 -9.7306 3.4241
H 2.2612 -11.2913 3.5406
H -0.8892 -10.4283 2.1480
H 0.4343 -11.3697 1.2801
H 0.1017 -11.7076 2.9305
H -2.2530 -7.2406 3.0898
H -1.0026 -8.1296 3.9687
H -0.5922 -6.5651 3.6238
H -0.9771 -8.3648 -0.0516
H -1.0111 -6.6412 0.1785
H -2.2688 -7.6638 0.8932
O 1.1822 -0.0598 9.6833
P -0.2116 0.4395 9.6992
N -0.8216 0.9470 8.1601
C -1.2716 -0.0677 7.2314
C -0.3947 2.1086 7.4124
N -0.3178 1.8077 10.6803
C 0.3155 1.7974 12.0107
C -1.4707 2.7001 10.6128
N -1.4198 -0.5824 10.4154
C -1.0770 -1.6696 11.3306
C -2.8035 -0.1941 10.4852
H -0.3964 -0.6259 6.8990
H -1.7572 0.2805 6.3197
H -1.8556 -0.8590 7.7015
H -0.8935 2.2163 6.4493
H 0.6738 2.0550 7.2035
H -0.6553 2.9159 8.0968
H 1.1675 1.1184 12.0423
H 0.6625 2.7757 12.3434
H -0.2655 1.3951 12.8406
H -1.0730 3.7132 10.6727
H -2.0531 2.5028 9.7129
H -2.0921 2.4157 11.4620
H -1.9700 -2.2672 11.5138
H -0.2973 -2.2311 10.8160
H -0.8184 -1.2457 12.3010
H -3.1115 0.3525 9.5939
H -2.9399 0.4648 11.3427
H -3.4354 -1.0766 10.5848
O -0.6002 9.8282 -1.3735
P -1.9111 9.3337 -0.8253
N -3.2478 10.4322 -1.0222
C -3.0706 11.6307 -1.8939
C -4.5665 10.2062 -0.5646
N -1.9686 8.8069 0.7813
C -1.1592 7.6658 1.2021
C -1.8322 9.8440 1.8267
N -2.4388 7.9270 -1.7071
C -1.9005 7.6654 -3.0664
C -3.4349 7.0089 -1.0978
H -3.4901 12.5166 -1.4172
H -3.6561 11.4377 -2.7929
H -2.0105 11.8596 -2.0027
H -4.9894 11.1823 -0.3270
H -4.5204 9.3711 0.1344
H -5.3135 9.8567 -1.2774
H -1.2164 7.5167 2.2804
H -1.3306 6.7130 0.7013
H -0.1143 7.8470 0.9498
H -0.9640 10.4841 1.6699
H -2.7065 10.4929 1.8773
H -1.7449 9.3956 2.8163
H -2.6063 8.2076 -3.6956
H -0.8616 7.9930 -3.0269
H -1.8229 6.6215 -3.3702
H -4.3292 6.9078 -1.7127
H -3.7554 7.3003 -0.0976
H -3.0297 6.0241 -0.8654
O 3.8354 0.2979 -11.0220
P 4.4899 0.2289 -9.6956
N 4.0901 -1.2037 -8.8562
C 2.6885 -1.6690 -8.8187
C 4.8615 -1.5248 -7.6904
N 4.0340 1.4196 -8.5900
C 4.6081 1.6223 -7.3525
C 2.7640 2.0769 -8.7882
N 6.2168 0.2233 -9.9350
C 6.9978 -1.0843 -10.0626
C 6.9100 1.3742 -10.5042
H 2.2385 -1.0691 -8.0276
H 2.6857 -2.7414 -8.6235
H 2.2198 -1.3089 -9.7345
H 5.9285 -1.3476 -7.8250
H 4.7247 -2.6055 -7.6539
H 4.5407 -1.0431 -6.7667
H 4.1579 1.0500 -6.5414
H 5.6595 1.3637 -7.4782
H 4.6429 2.6985 -7.1832
H 1.9273 1.4591 -8.4620
H 2.5722 2.9651 -8.1862
H 2.7511 2.0497 -9.8778
H 6.3327 -1.9377 -10.1947
H 7.6855 -0.9343 -10.8949
H 7.4619 -1.3367 -9.1092
H 6.6445 2.2815 -9.9616
H 6.6671 1.3892 -11.5667
H 7.9824 1.1843 -10.4603
*
```